2 unconnected molecules or ions with the total composition C3H6Si at a distorted geometry, computed with ωB97M-V/def2-TZVPD.

The spin multiplicity is 1. The total charge is 0. The calculation puts the electronic energy at -11080.157 eV.

Cartesian coordinates (Å):
C  -0.290  0.467  1.698
C  -0.837  0.776  2.750
C  -0.016  -0.326  0.468
Si  0.328  -0.063  -2.144
H  -0.719  1.329  3.619
H  -0.462  -1.278  0.675
H  1.066  -0.447  0.406
H  1.621  -0.533  -1.953
H  -0.643  -1.080  -2.860
H  -0.048  1.155  -2.658